[1]
Below is 8 unconnected molecules or ions with the total composition C32H68BrClN4O24P at a distorted geometry, with properties calculated with the ωB97M-V functional and the def2-TZVPD basis.

```
131
Properties=species:S:1:pos:R:3:mulliken_charge:R:1
C 9.25402 -4.88655 -1.87941 -0.92
C 7.79954 -4.73716 -2.65407 0.07
O 6.88653 -5.89492 -2.40079 -0.15
C 7.13104 -6.89149 -3.45453 -0.35
C 6.40845 -8.34430 -3.22271 -0.50
O 5.55144 -8.43420 -2.03031 -0.39
C 4.11077 -8.25531 -2.41173 -0.36
N 3.33375 -8.23515 -1.12114 0.26
C 2.60070 -7.17985 -0.64433 -1.03
N 2.44436 -5.89350 -1.39223 0.26
Cl 1.55607 -5.99410 -2.84814 -0.01
C 3.67159 -5.03468 -1.45040 -0.05
C 3.21612 -3.46096 -1.47444 -0.45
O 3.67399 -2.73598 -0.26968 -0.46
N 1.86215 -7.28547 0.70677 0.57
P 2.95496 -7.81607 2.01097 0.11
N 4.46436 -7.23387 1.92204 -0.65
C 0.62031 -8.14088 0.58846 -0.23
Br 0.12907 -9.08692 2.32238 -0.08
C -0.64177 -7.07766 0.31611 -0.44
C -0.68927 -5.83926 1.38974 -0.81
H 9.97195 -3.96433 -2.12216 0.34
H 9.84785 -5.84090 -2.27579 0.29
H 9.08796 -4.93249 -0.70856 0.23
H 8.06674 -4.61918 -3.80785 0.31
H 7.34008 -3.71063 -2.31709 -0.24
H 8.30929 -7.08418 -3.46914 0.21
H 6.76835 -6.41936 -4.48096 0.31
H 7.26570 -9.16947 -3.14214 0.34
H 5.70998 -8.54137 -4.16974 0.27
H 4.07500 -7.27724 -3.04793 0.35
H 3.80802 -9.23116 -3.02891 0.26
H 3.36097 -9.12268 -0.53446 0.42
H 4.33471 -5.20399 -2.42756 -0.03
H 4.37862 -5.32844 -0.54718 0.37
H 2.02678 -3.44760 -1.53087 0.35
H 3.61415 -2.95833 -2.47509 0.22
H 2.94898 -2.03254 -0.11542 0.28
H 2.38175 -7.36799 3.27995 0.17
H 3.05028 -9.26358 2.00889 0.17
H 4.64938 -6.67213 2.78304 0.23
H 0.69240 -8.88751 -0.31794 0.35
H -1.64741 -7.68539 0.45001 0.38
H -0.57487 -6.62606 -0.77954 0.23
H -1.05280 -6.24959 2.43242 0.29
H -1.44696 -5.00534 1.01876 0.32
H 0.33891 -5.30571 1.57807 0.14
C 7.73793 2.70049 -1.00359 -0.61
O 7.91477 1.47986 -0.28736 -0.32
C 7.14711 0.45402 -0.73443 0.70
O 6.35474 0.50262 -1.66214 -0.56
O 7.41396 -0.63520 0.02968 -0.35
C 6.67255 -1.79958 -0.32918 -0.36
H 8.39963 3.45048 -0.56163 0.22
H 8.01440 2.57434 -2.05538 0.29
H 6.70621 3.05529 -0.91291 0.29
H 6.90633 -2.10558 -1.35402 0.18
H 5.59824 -1.62466 -0.21156 0.19
H 6.96521 -2.60811 0.34628 0.41
C -0.85017 1.08041 0.10138 -0.67
O -0.33686 1.65942 1.29949 -0.20
C 0.55516 0.87820 1.95942 0.64
O 0.92959 -0.23154 1.61424 -0.62
O 0.95830 1.54581 3.06993 -0.23
C 1.90557 0.83879 3.86808 -0.61
H -1.55289 1.79061 -0.34298 0.20
H -0.04341 0.89949 -0.61626 0.32
H -1.38993 0.15359 0.32098 0.29
H 2.82245 0.64812 3.30101 0.28
H 1.47598 -0.09770 4.23823 0.27
H 2.15728 1.46522 4.72821 0.31
C -4.77437 3.84296 -2.08904 -0.57
O -5.47140 3.09359 -3.08242 -0.18
C -4.84001 1.95633 -3.46906 0.71
O -3.76897 1.55116 -3.04527 -0.55
O -5.60690 1.34809 -4.40894 -0.31
C -5.06277 0.12913 -4.91124 -0.61
H -5.36947 4.73010 -1.85559 0.16
H -4.65854 3.25510 -1.17273 0.28
H -3.80027 4.17114 -2.46585 0.29
H -4.95837 -0.60716 -4.10776 0.28
H -4.10019 0.30885 -5.40084 0.29
H -5.75767 -0.26999 -5.65517 0.23
C 3.73957 -2.53130 3.98141 -0.43
O 4.25288 -1.95230 5.17953 -0.19
C 5.14490 -2.73352 5.83945 0.71
O 5.51933 -3.84326 5.49428 -0.55
O 5.54804 -2.06590 6.94996 -0.31
C 6.49531 -2.77293 7.74812 -0.61
H 3.03685 -1.82111 3.53705 -0.04
H 4.54634 -2.71222 3.26377 0.31
H 3.19981 -3.45813 4.20102 0.31
H 7.41220 -2.96360 7.18105 0.29
H 6.06572 -3.70942 8.11827 0.29
H 6.74702 -2.14650 8.60825 0.22
C -8.28463 9.39274 -0.94467 -0.65
O -8.98166 8.64337 -1.93805 -0.30
C -8.35026 7.50611 -2.32469 0.76
O -7.27923 7.10094 -1.90090 -0.56
O -9.11716 6.89787 -3.26458 -0.30
C -8.57303 5.67891 -3.76687 -0.59
H -8.87973 10.27988 -0.71122 0.22
H -8.16880 8.80488 -0.02837 0.31
H -7.31053 9.72092 -1.32149 0.30
H -8.46863 4.94262 -2.96340 0.27
H -7.61044 5.85863 -4.25648 0.28
H -9.26792 5.27979 -4.51080 0.25
C -12.99489 12.53856 2.25442 -0.60
O -13.69191 11.78919 1.26104 -0.31
C -13.06052 10.65193 0.87440 0.79
O -11.98949 10.24676 1.29819 -0.55
O -13.82741 10.04369 -0.06549 -0.31
C -13.28328 8.82473 -0.56778 -0.54
H -13.58998 13.42570 2.48787 0.22
H -12.87905 11.95070 3.17072 0.28
H -12.02078 12.86674 1.87760 0.28
H -13.17888 8.08844 0.23570 0.28
H -12.32070 9.00445 -1.05739 0.24
H -13.97818 8.42561 -1.31171 0.22
C -2.46586 8.52135 1.24570 -0.60
O -1.67002 7.59501 1.98242 -0.33
C -1.88364 6.29457 1.65878 0.76
O -2.67167 5.88410 0.82130 -0.52
O -1.06844 5.53009 2.42852 -0.32
C -1.18580 4.12802 2.19471 -0.48
H -2.21292 9.52933 1.58578 0.22
H -2.24558 8.45362 0.17542 0.28
H -3.53070 8.35124 1.43476 0.29
H -0.91445 3.88466 1.16236 0.24
H -2.19947 3.78229 2.42168 0.30
H -0.48960 3.61442 2.86339 0.20
```

Values from the calculation:
Total charge: +1
Kohn-Sham gap: 6.50 eV
E_LUMO: -5.2 eV



[2]
Below is 4 unconnected molecules or ions with the total composition C32H68FN7O7 at a distorted geometry, with properties calculated with the ωB97M-V functional and the def2-TZVPD basis.

```
115
Properties=species:S:1:pos:R:3:mulliken_charge:R:1
C 3.42337 6.21210 -1.22348 -0.47
C 4.89652 5.63047 -1.26947 -0.78
C 5.01945 4.10412 -0.89854 -0.44
C 4.41380 3.77144 0.53720 -0.69
C 4.51409 2.24414 0.88156 -0.87
C 3.21378 1.39395 0.51438 0.22
O 2.81269 1.51616 -0.85856 -0.56
C 1.79876 2.48103 -1.09337 1.72
C 0.33757 1.82869 -1.20570 -1.02
O -0.56837 2.48109 -0.31500 -0.34
C -1.46356 3.36862 -0.98442 0.33
C -2.91498 3.08213 -0.35898 -1.14
C -3.77168 2.08058 -1.25485 0.61
N -4.71210 1.39888 -0.34175 -0.76
N -2.91974 1.03142 -1.87026 -0.43
N -4.49058 2.91547 -2.25487 -0.57
C -1.15768 4.87128 -0.64706 -0.02
C -0.96030 5.87964 -1.68817 -0.18
C -0.72954 7.26311 -1.24774 -0.55
C -0.70657 7.50052 0.18371 -0.30
N -0.84918 6.58413 1.17794 -0.63
C -1.07114 5.32225 0.73574 -0.18
C 2.09798 3.07412 -2.56134 -0.38
C 2.63873 1.98208 -3.54846 0.22
O 3.80708 1.82081 -3.72107 -0.52
O 1.68936 1.22376 -4.25727 -0.52
C 2.05051 1.56096 1.59543 0.88
C 2.52603 0.74110 2.90043 -1.42
F 1.86015 2.88959 2.03747 -0.39
H 2.66158 5.53767 -0.76373 -0.19
H 3.09770 6.35572 -2.29648 0.27
H 3.37305 7.23201 -0.76451 0.34
H 5.29550 5.78552 -2.30548 0.30
H 5.51820 6.23996 -0.55385 0.38
H 4.66748 3.40168 -1.69200 0.32
H 6.12620 3.90463 -0.78342 0.38
H 5.10625 4.30393 1.25495 0.61
H 3.41128 4.23073 0.69363 0.12
H 5.38052 1.72275 0.38614 0.44
H 4.69590 2.13745 1.98498 0.32
H 3.55472 0.32407 0.63132 -0.05
H 1.80248 3.37167 -0.42192 -0.24
H -0.01652 1.73678 -2.25951 0.26
H 0.45911 0.77552 -0.82038 0.08
H -1.57499 3.19136 -2.08320 0.69
H -3.46301 4.04765 -0.21395 0.36
H -2.75499 2.55514 0.61715 0.24
H -4.19884 0.78030 0.29268 0.31
H -5.29883 0.77356 -0.91749 0.07
H -3.48286 0.20047 -2.05924 0.25
H -2.48925 1.35860 -2.73735 0.18
H -3.92101 2.96741 -3.09903 0.33
H -5.41145 2.51537 -2.43925 0.25
H -0.98719 5.60805 -2.76994 0.31
H -0.58494 8.08764 -1.97655 0.37
H -0.55796 8.56335 0.50504 0.33
H -1.20854 4.53704 1.52337 0.34
H 2.79381 3.94138 -2.54570 -0.12
H 1.10549 3.42986 -2.96819 0.37
H 0.93360 1.83770 -4.34511 0.37
H 1.08271 1.08507 1.29747 0.19
H 2.79418 -0.31288 2.64948 0.18
H 3.34213 1.28658 3.44677 0.38
H 1.62907 0.72510 3.57762 0.43
C 2.47402 -5.64887 0.03500 -1.41
C 3.71588 -4.86782 0.45429 0.51
C 3.42014 -3.71311 1.42810 -0.91
O 2.83545 -2.56571 0.82533 -0.03
C 1.44053 -2.67054 0.59368 -0.52
N 4.41022 -4.39568 -0.75016 -0.75
H 1.88244 -5.12522 -0.71701 0.37
H 2.76165 -6.60782 -0.40174 0.34
H 1.83116 -5.85542 0.89460 0.25
H 4.37554 -5.56838 0.97510 0.24
H 4.37356 -3.37056 1.84163 0.29
H 2.81620 -4.05075 2.27986 0.43
H 0.93136 -3.23886 1.37746 0.35
H 1.25821 -3.11940 -0.38460 0.25
H 1.02907 -1.66003 0.57216 -0.03
H 5.29237 -3.97033 -0.47423 0.27
H 3.87325 -3.61526 -1.12528 0.35
C 2.52275 -9.15494 5.44804 -1.43
C 1.91249 -7.80962 5.06503 0.25
C 2.17055 -7.40734 3.60106 -0.66
O 3.48772 -6.94615 3.33797 -0.24
C 4.45099 -7.97392 3.17699 -0.82
N 2.39376 -6.78604 6.00021 -0.74
H 3.59756 -9.09416 5.62157 0.29
H 2.07434 -9.52213 6.37346 0.36
H 2.34261 -9.90365 4.67234 0.34
H 0.82845 -7.90081 5.18868 0.44
H 1.51410 -6.56373 3.36436 0.29
H 1.90021 -8.21473 2.90850 0.44
H 4.03105 -8.85770 2.68877 0.36
H 4.88487 -8.24203 4.14222 0.25
H 5.25672 -7.58330 2.55442 0.29
H 1.90383 -5.91417 5.81261 0.28
H 3.35990 -6.57839 5.75278 0.33
C -10.39260 -0.92426 -2.58350 -1.39
C -9.45150 0.08220 -3.23958 0.34
C -7.96470 -0.30692 -3.14270 -0.83
O -7.38186 -0.10052 -1.86260 -0.24
C -7.66420 -1.11842 -0.91531 -0.73
N -9.70206 1.41007 -2.66692 -0.73
H -10.40864 -0.83733 -1.49665 0.29
H -11.41603 -0.76260 -2.92771 0.35
H -10.11401 -1.94934 -2.84130 0.34
H -9.70754 0.11663 -4.30344 0.41
H -7.40373 0.33879 -3.82560 0.35
H -7.79554 -1.33709 -3.48076 0.42
H -7.72395 -2.10648 -1.37971 0.34
H -8.58788 -0.89238 -0.38008 0.22
H -6.85692 -1.12735 -0.18195 0.27
H -9.15382 2.09737 -3.17927 0.27
H -9.29301 1.42174 -1.73391 0.33
```

Values from the calculation:
Kohn-Sham gap: 9.28 eV
ΔE to the lowest compared entry with this formula, charge and spin: 54.07 kcal per mole
SMILES: CCCCC[C@H](O[C@H](CO[C@@H](CC(N)(N)N)c1cccnc1)CC(=O)O)[C@@H](C)F.COC[C@@H](C)N.COC[C@@H](C)N.COC[C@@H](C)N
E_LUMO: 0.1 eV



[3]
Below is 5 unconnected molecules or ions with the total composition C32H68N2O2 at a distorted geometry, with properties calculated with the ωB97M-V functional and the def2-TZVPD basis.

```
104
Properties=species:S:1:pos:R:3:mulliken_charge:R:1
C 0.77193 -2.12920 1.46101 -0.57
O 1.41816 -1.85772 0.20820 -0.27
C 0.50680 -1.46507 -0.81168 -0.39
C -0.72855 -0.65194 -0.33803 -0.02
C -1.51607 -0.12105 -1.59374 -0.52
C -2.67993 -1.04381 -2.03616 0.41
C -2.22191 -2.38889 -2.55916 -0.17
N -1.78220 -3.40212 -2.76933 -0.50
C -3.81688 -1.22525 -0.96035 0.30
O -3.83621 -0.16295 -0.02155 -0.49
C -3.71434 -2.53973 -0.20365 -0.20
N -3.32039 -3.41343 0.38434 -0.50
H -0.18323 -2.67719 1.38521 0.32
H 0.68788 -1.16124 1.99867 0.22
H 1.45697 -2.75177 2.07075 0.16
H 1.07819 -0.78101 -1.48118 0.10
H 0.20113 -2.30931 -1.46906 0.17
H -1.45914 -1.22928 0.25295 0.34
H -0.41526 0.19497 0.30597 -0.07
H -1.94502 0.86601 -1.32914 -0.30
H -0.82320 0.08345 -2.43567 0.66
H -3.16435 -0.55144 -2.90663 0.51
H -4.79951 -1.22007 -1.47615 0.46
H -4.14561 0.61351 -0.51293 0.13
C 4.45661 -3.51143 1.70738 -0.86
C 5.55622 -3.92489 2.67885 -0.52
C 6.10978 -5.32312 2.40634 -0.77
C 5.09602 -6.46060 2.54495 -0.73
C 4.41550 -6.56090 3.91011 -0.33
C 5.38854 -6.84141 5.05012 -1.22
H 3.58813 -4.16948 1.77830 0.35
H 4.12036 -2.49501 1.92366 0.31
H 4.81859 -3.53254 0.67723 0.17
H 5.18517 -3.85443 3.70571 0.29
H 6.37816 -3.20661 2.60073 0.35
H 6.95615 -5.50410 3.07579 0.34
H 6.52127 -5.34965 1.39146 0.35
H 5.60649 -7.40625 2.33333 0.41
H 4.32546 -6.35928 1.77490 0.31
H 3.68189 -7.37145 3.87128 0.38
H 3.85237 -5.64801 4.12388 0.22
H 5.93005 -7.77467 4.87875 0.29
H 4.84885 -6.93486 5.99463 0.38
H 6.11757 -6.03730 5.16628 0.29
C 6.84450 -1.20118 -0.55535 -0.98
C 6.41667 -0.29851 -1.70466 -0.41
C 6.42587 1.18554 -1.34933 -0.83
C 5.45896 1.56414 -0.22411 -0.98
C 3.99621 1.19239 -0.47926 0.20
C 3.38210 1.89457 -1.68421 -0.86
H 6.16040 -1.11421 0.29130 0.11
H 6.83758 -2.24363 -0.88060 0.38
H 7.85395 -0.96179 -0.21302 0.34
H 5.42264 -0.59647 -2.05044 0.24
H 7.09528 -0.45998 -2.54757 0.40
H 6.19782 1.76644 -2.24810 0.30
H 7.43792 1.48269 -1.05368 0.43
H 5.53121 2.64365 -0.05199 0.41
H 5.78037 1.09213 0.70903 0.35
H 3.41363 1.45804 0.40837 0.23
H 3.89801 0.10972 -0.59856 0.06
H 3.42574 2.98014 -1.56440 0.28
H 2.33272 1.60898 -1.79095 0.00
H 3.89264 1.62966 -2.61213 0.33
C -1.33027 6.44893 -2.00764 -1.15
C -0.18791 6.10379 -1.05872 -0.57
C 0.45188 4.74675 -1.35017 -0.80
C -0.47960 3.54074 -1.20154 0.33
C -1.12614 3.38348 0.17509 -0.04
C -0.11357 3.16167 1.29337 -1.18
H -2.15414 5.73691 -1.92493 0.23
H -1.72845 7.43910 -1.77774 0.39
H -0.98631 6.45717 -3.04432 0.29
H -0.54407 6.14391 -0.02517 0.24
H 0.58267 6.87490 -1.14683 0.39
H 1.32043 4.61861 -0.69744 0.26
H 0.84513 4.75346 -2.37247 0.45
H 0.09111 2.63322 -1.42987 -0.44
H -1.26982 3.59432 -1.95754 0.49
H -1.80376 2.52323 0.14355 -0.04
H -1.74672 4.25351 0.40748 0.44
H 0.48792 2.26888 1.10289 0.04
H -0.62644 3.02388 2.24726 0.38
H 0.56045 4.01306 1.40243 0.38
C -10.60559 0.91284 -0.25679 -1.18
C -9.80528 1.71989 -1.27298 -0.45
C -8.47363 1.07047 -1.64773 -0.83
C -7.48293 0.90988 -0.49285 0.44
C -7.10305 2.20396 0.22599 -0.57
C -6.39802 3.21091 -0.67707 -1.10
H -10.07429 0.81605 0.69212 0.28
H -11.55901 1.40245 -0.05009 0.38
H -10.81737 -0.08949 -0.63541 0.29
H -9.64239 2.73222 -0.89195 0.24
H -10.40438 1.82798 -2.18153 0.37
H -8.00991 1.65375 -2.44919 0.34
H -8.66954 0.08078 -2.07429 0.42
H -6.57078 0.44128 -0.88271 -0.56
H -7.88838 0.20732 0.24063 0.41
H -6.43579 1.95442 1.05648 0.37
H -7.98731 2.66645 0.67190 0.38
H -5.48323 2.78390 -1.09960 0.19
H -6.12068 4.10047 -0.10886 0.38
H -7.03757 3.53314 -1.50046 0.30
```

Values from the calculation:
Kohn-Sham gap: 9.62 eV
SMILES: COCCC[C@@H](C#N)[C@H](O)C#N.CCCCCC.CCCCCC.CCCCCC.CCCCCC
E_LUMO: 0.1 eV